Entry 1:
Entry from the OMol25 dataset: a molecular structure, CH2OS2 in a non-equilibrium geometry (ωB97M-V/def2-TZVPD).

```
6
Properties=species:S:1:pos:R:3
C 0.5288 -0.2867 0.0129
H -0.2322 1.4795 -0.3764
H -1.9738 -0.1175 0.9335
O 0.7415 1.1153 -0.2076
S -1.0495 -1.0692 -0.2337
S 1.9851 -1.1214 -0.1287
```

Summary:
HOMO-LUMO gap ... 7.86 eV
E_HOMO ... -0.33101 Ha
E_LUMO ... -0.042 Eh

Entry 2:
Entry from the OMol25 dataset: a molecular structure, CH2P2S3 in a non-equilibrium geometry (ωB97M-V/def2-TZVPD).

```
8
Properties=species:S:1:pos:R:3
C -0.9038 -0.4100 0.0099
P 0.2574 -0.4214 1.4375
P 0.3111 -0.4243 -1.4437
S 1.4323 -1.5894 -0.0342
S 1.1333 1.5768 1.0403
S 1.1896 1.4318 -1.0567
H -1.5472 -1.4151 -0.1198
H -1.8728 1.2515 0.1668
```

Summary:
HOMO-LUMO gap (alpha / beta) ... 8.12 / 8.12 eV
E_HOMO (alpha / beta) ... -0.32232 / -0.32232 Ha
E_LUMO (alpha / beta) ... -0.024 / -0.024 Eh

Entry 3:
Entry from the OMol25 dataset: a single CH2S2 molecule in a non-equilibrium geometry (ωB97M-V/def2-TZVPD).

```
5
Properties=species:S:1:pos:R:3
S -2.3199 0.2425 0.2293
C -0.8010 0.3920 0.5836
S 0.6460 -0.1785 -0.3238
H -0.5030 0.7565 1.5108
H 0.5515 -0.1668 -1.7824
```

Summary:
Structure (SMILES) ... S=CS
HOMO-LUMO gap ... 8.51 eV
E_HOMO ... -0.33195 Ha
E_LUMO ... -0.019 Eh

Entry 4:
Entry from the OMol25 dataset: 16 unconnected molecules or ions with the total composition CH33O16 in a non-equilibrium geometry (ωB97M-V/def2-TZVPD).

```
50
Properties=species:S:1:pos:R:3
C 1.2121 8.0678 19.5481
O 2.2091 8.6536 18.6846
H 1.1593 7.0678 19.0900
H 0.2500 8.4832 19.3940
H 1.6465 7.9326 20.5283
O -1.5315 6.0728 19.1802
H -1.2065 6.1322 18.2727
H -1.6910 5.1230 19.2991
O 4.9987 10.7968 18.0014
H 4.0852 10.7801 17.7615
H 5.1915 11.5802 18.4716
O -1.3211 7.8661 21.8517
H -1.1020 8.3239 22.6701
H -0.6346 7.2304 21.8870
O 3.4305 7.9750 16.5182
H 3.6481 8.8304 16.1010
H 2.9938 8.1771 17.3760
O -2.2795 8.3217 17.7474
H -1.4387 8.7639 17.5071
H -2.4001 7.7369 17.0125
O 3.5774 9.2866 21.0356
H 4.3203 8.8545 20.6837
H 2.8375 9.1527 20.4262
O 2.5715 6.9044 22.3257
H 2.3023 6.9775 23.2778
H 2.5912 7.8037 22.0823
O 3.5338 5.7593 18.6700
H 2.7448 5.2805 18.9309
H 3.2585 6.6597 18.5876
O 1.0320 4.3186 19.0134
H 1.1568 3.6105 18.4331
H 1.5792 4.0863 19.7902
O 0.2429 6.4247 16.8564
H 0.9013 6.9233 17.3855
H 0.5678 5.5362 16.8921
O -1.8405 10.0144 20.0369
H -1.2876 10.4117 20.7353
H -1.7328 10.6205 19.3198
O 1.2085 10.5314 22.1895
H 0.6274 11.2311 21.9240
H 1.8766 10.4696 21.5063
O 2.3729 11.2953 19.1010
H 1.6847 11.5661 18.5175
H 2.4390 10.3772 18.9253
O 0.3213 5.7597 21.4082
H 0.2835 5.7090 20.4828
H 1.2124 6.0817 21.5694
O 0.1571 9.6319 17.2195
H 0.3920 9.2748 16.3551
H 0.7669 9.2611 17.8385
```

Summary:
HOMO-LUMO gap ... 8.15 eV
E_HOMO ... -0.21275 Ha
Total charge ... -1
E_LUMO ... 0.087 Eh

Entry 5:
Entry from the OMol25 dataset: 17 unconnected molecules or ions with the total composition CH33O19 in a non-equilibrium geometry (ωB97M-V/def2-TZVPD).

```
53
Properties=species:S:1:pos:R:3
C 0.2298 -0.3083 0.2425
O 1.1648 -1.1283 0.1735
O -0.4872 -0.0423 -0.8265
O 0.0388 0.3487 1.2995
H -0.3582 -0.5333 -1.6185
O -1.9152 1.4257 3.9325
H -2.7922 1.2537 3.5515
H -1.4342 0.6377 3.7215
O 0.9288 2.9367 -0.1065
H 1.4058 2.3427 0.4285
H 0.8478 3.8037 0.3015
O 1.0258 0.1787 -3.4555
H 0.2778 -0.3803 -3.4925
H 0.6348 1.0337 -3.7145
O -3.4872 -1.2053 -1.6515
H -2.8062 -1.5593 -1.0745
H -3.5742 -1.9333 -2.2935
O -2.6972 1.1967 -3.2255
H -1.7902 1.5067 -3.0885
H -2.8282 0.4327 -2.7105
O -1.6372 2.4957 0.7925
H -1.5532 3.2657 0.2365
H -0.7992 2.0367 0.5445
O 0.6418 -3.3573 -0.9635
H 1.1048 -3.8213 -0.2165
H 0.8268 -2.4643 -0.6115
O 3.1928 0.1197 -1.4935
H 2.4308 -0.3713 -1.2315
H 2.8748 0.8887 -2.0805
O 2.8678 1.4807 0.7585
H 2.5388 0.9787 1.5335
H 3.0508 0.9517 -0.0305
O 0.9118 -2.0623 2.6915
H 1.2098 -2.8283 2.2345
H 0.9458 -1.4423 1.9985
O 1.1278 2.0757 2.9825
H 0.5738 2.8637 3.0365
H 0.7038 1.3537 2.4815
O -0.7802 -1.9023 -2.8725
H -1.6402 -2.2823 -2.9295
H -0.2352 -2.6533 -2.9455
O -1.3832 -1.2493 3.7595
H -0.4522 -1.4533 3.4795
H -1.8672 -1.9333 3.3495
O 3.4688 -2.6163 0.0485
H 3.6848 -3.1713 0.8395
H 2.7978 -2.0213 0.3505
O -2.5062 -0.4573 1.4695
H -1.8422 -0.1243 0.8825
H -1.9712 -0.5663 2.3085
O -0.4462 2.5307 -2.4935
H -0.1892 3.4517 -2.6205
H -0.0362 2.2797 -1.6805
```

Summary:
HOMO-LUMO gap ... 9.49 eV
E_HOMO ... -0.26662 Ha
Total charge ... -1
E_LUMO ... 0.082 Eh

Entry 6:
Entry from the OMol25 dataset: 2 unconnected molecules or ions with the total composition CH3BBr2O2 in a non-equilibrium geometry (ωB97M-V/def2-TZVPD).

```
9
Properties=species:S:1:pos:R:3
Br -2.5378 2.4069 0.1723
C -1.8652 0.6759 0.7913
Br -2.4998 -0.9848 -0.1773
H -2.1476 0.3222 1.8253
H -0.7065 0.5217 0.5362
O 1.2617 -0.1441 0.2327
B 2.2741 -0.4705 -0.3663
O 3.2071 -0.8504 -1.1630
H 3.0139 -1.4769 -1.8513
```

Summary:
Structure (SMILES) ... BrCBr.O=BO
HOMO-LUMO gap ... 9.70 eV
E_HOMO ... -0.36382 Ha
E_LUMO ... -0.007 Eh

Entry 7:
Entry from the OMol25 dataset: 2 unconnected molecules or ions with the total composition CH3BCl2O2 in a non-equilibrium geometry (ωB97M-V/def2-TZVPD).

```
9
Properties=species:S:1:pos:R:3
B 0.2325 0.2507 0.4374
C -1.1085 0.0444 -0.3717
O 0.4307 0.3772 1.6601
O 2.0687 -0.4935 -0.7583
Cl -1.7807 -1.5636 0.0842
Cl -2.2714 1.3454 -0.0048
H -0.8647 -0.1271 -1.4880
H 1.3198 0.5802 2.1693
H 1.9734 -0.4136 -1.7281
```

Summary:
HOMO-LUMO gap ... 9.12 eV
E_HOMO ... -0.34602 Ha
E_LUMO ... -0.011 Eh

Entry 8:
Entry from the OMol25 dataset: 2 unconnected molecules or ions with the total composition CH3Br in a non-equilibrium geometry (ωB97M-V/def2-TZVPD).

```
5
Properties=species:S:1:pos:R:3
C 0.2237 0.2503 -0.1448
Br 2.0479 -0.2133 0.0300
H -2.0869 -1.2567 0.4783
H -0.1058 0.5748 0.7628
H -0.0790 0.6449 -1.1263
```

Summary:
HOMO-LUMO gap (alpha / beta) ... 10.27 / 8.68 eV
E_HOMO (alpha / beta) ... -0.39042 / -0.32445 Ha
E_LUMO (alpha / beta) ... -0.013 / -0.005 Eh

Entry 9:
Entry from the OMol25 dataset: 2 unconnected molecules or ions with the total composition CH3Br2ClOSi in a non-equilibrium geometry (ωB97M-V/def2-TZVPD).

```
9
Properties=species:S:1:pos:R:3
C -1.0697 -0.9871 0.7049
O -0.8722 -0.4084 -0.5167
Si 1.1003 0.9222 -0.8550
Cl 2.5107 -0.2285 -1.6184
Br 0.3983 2.5986 -2.0345
Br 1.4110 1.5754 1.1989
H -2.1154 -1.3181 0.7131
H -0.9366 -0.2885 1.5428
H -0.4264 -1.8655 0.8648
```

Summary:
HOMO-LUMO gap ... 8.56 eV
E_HOMO ... -0.33683 Ha
E_LUMO ... -0.022 Eh

Entry 10:
Entry from the OMol25 dataset: 2 unconnected molecules or ions with the total composition CH3Br2ClSi in a non-equilibrium geometry (ωB97M-V/def2-TZVPD).

```
8
Properties=species:S:1:pos:R:3
C -0.4317 0.4295 -0.8237
Si 0.6620 -0.3396 0.5164
Cl -2.0793 0.5310 -0.2140
Br -0.1856 0.0668 2.5013
Br 2.7122 0.3899 0.3879
H -0.2736 -0.1095 -1.7376
H -0.2871 1.5228 -1.2747
H -0.1169 -2.4910 0.6444
```

Summary:
HOMO-LUMO gap ... 8.65 eV
E_HOMO ... -0.35018 Ha
E_LUMO ... -0.032 Eh

Entry 11:
Entry from the OMol25 dataset: a molecular structure, CH3Br2P in a non-equilibrium geometry (ωB97M-V/def2-TZVPD).

```
7
Properties=species:S:1:pos:R:3
C -0.8150 0.8453 0.3781
P 0.3446 0.1454 -0.9065
Br -0.9033 2.7361 0.1519
Br -0.0684 0.5237 2.5070
H -1.8004 0.6126 0.4572
H 0.0542 -1.1940 -0.5912
H 1.5380 -0.0219 -0.1345
```

Summary:
HOMO-LUMO gap ... 9.14 eV
E_HOMO ... -0.36703 Ha
E_LUMO ... -0.031 Eh

Entry 12:
Entry from the OMol25 dataset: 2 unconnected molecules or ions with the total composition CH3Br2P in a non-equilibrium geometry (ωB97M-V/def2-TZVPD).

```
7
Properties=species:S:1:pos:R:3
H -1.3912 -1.3840 1.7803
P -0.4189 -1.1379 0.7350
C -1.2039 -0.1269 -0.3410
Br -3.0268 0.6603 0.0858
H -1.0123 0.3127 -1.2375
Br 3.4444 0.5183 0.1270
H 3.6087 1.1575 -1.1495
```

Summary:
Structure (SMILES) ... [H]/P=C\Br.Br
HOMO-LUMO gap ... 9.17 eV
E_HOMO ... -0.35104 Ha
E_LUMO ... -0.014 Eh

Entry 13:
Entry from the OMol25 dataset: a molecular structure, CH3Br2P in a non-equilibrium geometry (ωB97M-V/def2-TZVPD).

```
7
Properties=species:S:1:pos:R:3
C -0.3696 -0.2551 -0.3859
P 0.6836 -1.4506 0.4235
Br -2.2745 -0.7118 -0.0800
Br 2.5496 -0.4077 -0.1202
H -0.0785 -0.1693 -1.4114
H -0.1792 1.0045 0.1892
H 0.8253 -0.8376 1.7321
```

Summary:
HOMO-LUMO gap ... 9.93 eV
E_HOMO ... -0.35713 Ha
E_LUMO ... 0.008 Eh

Entry 14:
Entry from the OMol25 dataset: a molecular structure, CH3Br3N in a non-equilibrium geometry (ωB97M-V/def2-TZVPD).

```
8
Properties=species:S:1:pos:R:3
C -2.4741 -0.5530 -3.4708
N 0.1801 0.1888 -0.3542
Br -2.5197 -2.2444 -4.2707
Br -2.4318 0.9564 -4.5697
Br -2.0209 -0.2226 -1.8041
H 0.5424 0.8182 -1.0262
H 0.4417 0.5027 0.5386
H 0.6647 -0.6499 -0.4341
```

Summary:
HOMO-LUMO gap ... 7.59 eV
E_HOMO ... -0.53425 Ha
Total charge ... +1
E_LUMO ... -0.255 Eh

Entry 15:
Entry from the OMol25 dataset: a molecular structure, CH3Br3N in a non-equilibrium geometry (ωB97M-V/def2-TZVPD).

```
8
Properties=species:S:1:pos:R:3
C 1.0144 0.0458 0.0172
N -1.0328 0.0202 -0.0649
Br 1.3074 1.7004 -0.7693
Br 1.4557 -1.4800 -0.9671
Br 1.2694 -0.0610 1.8922
H -1.5875 0.6166 -0.6245
H -1.0414 -0.8960 -0.4266
H -1.3851 0.0539 0.9430
```

Summary:
HOMO-LUMO gap ... 9.40 eV
E_HOMO ... -0.56002 Ha
Total charge ... +1
E_LUMO ... -0.214 Eh

Entry 16:
Entry from the OMol25 dataset: a single CH3Br3SSi molecule in a non-equilibrium geometry (ωB97M-V/def2-TZVPD).

```
9
Properties=species:S:1:pos:R:3
S -0.7736 0.4585 -1.0318
C 0.5515 -0.1814 0.1053
Si 1.4134 1.2877 0.8646
Br 3.2626 0.4814 1.7539
Br 0.1228 2.1731 2.6102
Br 1.9182 3.1306 -0.0608
H -1.0488 -0.7083 -1.6751
H 1.1621 -0.7804 -0.5856
H 0.0508 -0.8359 0.7724
```

Summary:
Structure (SMILES) ... SC[Si](Br)(Br)Br
HOMO-LUMO gap ... 9.88 eV
E_HOMO ... -0.35454 Ha
E_LUMO ... 0.009 Eh

Entry 17:
Entry from the OMol25 dataset: 2 unconnected molecules or ions with the total composition CH3BrNO2S in a non-equilibrium geometry (ωB97M-V/def2-TZVPD).

```
9
Properties=species:S:1:pos:R:3
C -0.5388 1.2328 -1.5967
N -0.0521 -0.4903 1.3457
O 1.7629 -1.2832 -0.1234
O -0.5023 -2.2902 -0.5539
S 0.3460 -1.1101 -0.3300
Br 0.5238 2.4370 -0.5650
H -1.5861 1.2541 -1.2891
H 0.7724 0.0114 1.9105
H -0.7257 0.2384 1.2019
```

Summary:
HOMO-LUMO gap (alpha / beta) ... 6.94 / 6.95 eV
E_HOMO (alpha / beta) ... -0.13567 / -0.13561 Ha
Total charge ... -1
E_LUMO (alpha / beta) ... 0.120 / 0.120 Eh

Entry 18:
Entry from the OMol25 dataset: 2 unconnected molecules or ions with the total composition CH3BrO in a non-equilibrium geometry (ωB97M-V/def2-TZVPD).

```
6
Properties=species:S:1:pos:R:3
C -0.0067 -0.2067 -0.2570
O -0.5247 0.9611 0.0037
Br 1.9230 -0.3022 0.1353
H -0.5306 -1.3397 0.6468
H -0.1271 -0.4747 -1.4011
H -0.7339 1.3622 0.8723
```

Summary:
HOMO-LUMO gap (alpha / beta) ... 6.07 / 7.49 eV
Multiplicity ... 3
<S²> ... 2.00
E_HOMO (alpha / beta) ... -0.19977 / -0.40084 Ha
E_LUMO (alpha / beta) ... 0.023 / -0.126 Eh

Entry 19:
Entry from the OMol25 dataset: a single CH3BrO2 molecule in a non-equilibrium geometry (ωB97M-V/def2-TZVPD).

```
7
Properties=species:S:1:pos:R:3
O -1.2823 -1.1047 0.3278
O -0.1327 -0.8761 -0.5092
C 0.3356 0.6298 -0.3953
Br 1.7306 0.9998 0.8820
H -0.9486 -1.5444 1.0740
H 0.7832 0.6685 -1.2880
H -0.4859 1.2271 -0.0914
```

Summary:
Structure (SMILES) ... OOCBr
HOMO-LUMO gap ... 11.43 eV
E_HOMO ... -0.38960 Ha
E_LUMO ... 0.031 Eh

Entry 20:
Entry from the OMol25 dataset: a gas-phase ion, CH3BrO2P (charge -1) in a non-equilibrium geometry (ωB97M-V/def2-TZVPD).

```
8
Properties=species:S:1:pos:R:3
C -0.8640 0.4359 0.0810
P 0.6623 -0.6007 -0.1051
O 0.7562 -1.0090 -1.5112
O 1.0735 -1.7229 1.2260
Br 1.9959 1.1522 -0.0085
H -0.9297 1.1035 1.0674
H -1.0793 1.0356 -0.8484
H -1.6149 -0.3946 0.0987
```

Summary:
Structure (SMILES) ... C[P@](=O)([O-])Br
HOMO-LUMO gap ... 8.32 eV
E_HOMO ... -0.17418 Ha
Total charge ... -1
E_LUMO ... 0.131 Eh

Calculated relative energy (zero: lowest compared OMol25 entry of this formula, charge and spin) in order - 236.99, 309.60, 63.63, 161.06, 43.53, 117.61, 436.27, 435.02, 312.95, 440.93, 281.42, 312.07, 214.57, 135.94, 83.43, 19.50, 375.73, 275.73, 340.45, 153.67 kJ/mol
Calculated E_tot in order - -24784.819, -52150.492, -22738.475, -34333.837, -40479.300, -145943.340, -30900.193, -71123.261, -163620.031, -161570.283, -150457.806, -150457.489, -150458.499, -212693.608, -212694.152, -229929.561, -87545.727, -73168.599, -75219.363, -84514.654 eV